A molecular structure, C3H6O in a non-equilibrium geometry. Source: OMol25; level of theory: ωB97M-V with the def2-TZVPD basis set.

## Properties
Kohn-Sham gap ... 10.08 eV
Energy ... -5251.1990 eV
HOMO energy ... -9.36 eV
Energy above the lowest of the compared OMol25 structures with the same formula, charge and spin ... 103.7 kcal/mol
E_LUMO ... 0.727 eV

Element x y z (Å)
O (-0.678, -1.356, -1.132)
C (-0.203, -0.249, -0.490)
C (0.927, -0.047, 0.429)
C (-0.504, 0.342, 0.821)
H (-0.561, -0.330, -1.733)
H (-0.193, 0.678, -1.353)
H (1.618, 0.753, 0.186)
H (1.370, -0.923, 0.891)
H (-0.750, 1.399, 0.831)
H (-1.026, -0.267, 1.551)